No. 1
120
Properties=species:S:1:pos:R:3 method="wB97M-V/def2-TZVPD" energy_ev=-183594.4029 homo_lumo_gap_ev=10.422 smiles="FC(F)C(F)(F)COC(F)(F)C(F)F.FC(F)C(F)(F)COC(F)(F)C(F)F.FC(F)C(F)(F)COC(F)(F)C(F)F.FC(F)C(F)(F)COC(F)(F)C(F)F.FC(F)C(F)(F)COC(F)(F)C(F)F.O=S1(=O)CCCC1.O=S1(=O)CCCC1" charge=0
C 8.38055 5.21113 0.85746
C 9.61014 5.91573 1.35146
C 10.89206 5.62814 0.55450
S 10.47821 3.91346 -0.12732
O 10.86038 2.68741 0.70128
O 10.98091 3.88221 -1.48536
C 8.63675 4.06309 -0.09228
H 7.85399 5.95091 0.25449
H 7.86895 4.86508 1.75558
H 9.87910 5.65489 2.37506
H 9.60478 7.00202 1.26171
H 11.88667 5.58769 0.99858
H 10.96248 6.15609 -0.39651
H 8.25450 3.11349 0.28221
H 8.21275 4.04676 -1.09631
C -0.18164 -2.24910 -4.31776
C -0.61821 -2.52868 -2.89638
C -0.65444 -1.21057 -2.06707
S 0.96282 -0.28585 -2.61541
O 1.96801 -0.67997 -1.66621
O 0.75183 1.09149 -2.92631
C 1.05673 -1.20769 -4.19747
H -1.06576 -1.94342 -4.87722
H 0.30607 -3.06879 -4.84534
H 0.13119 -3.20851 -2.49100
H -1.50492 -3.15502 -2.99403
H -0.76042 -1.35645 -0.99209
H -1.54307 -0.77075 -2.51984
H 2.03751 -1.67674 -4.11902
H 0.99376 -0.48481 -5.01084
C -4.96866 -7.83352 -7.98783
C -4.90984 -7.17878 -9.37662
C -5.55303 -8.20621 -10.43631
F -5.62131 -7.82775 -11.67163
F -5.11393 -9.41634 -10.31671
F -5.55130 -6.05221 -9.30446
F -3.62590 -6.92830 -9.69518
O -6.28988 -8.37368 -7.66428
C -6.64239 -8.41152 -6.20707
C -8.02203 -9.25265 -6.06523
F -8.42943 -9.45706 -4.84818
F -9.13850 -8.72320 -6.70879
F -5.72085 -9.11480 -5.63102
F -6.74885 -7.15416 -5.74524
H -4.67547 -7.10647 -7.23049
H -4.20317 -8.60411 -7.89663
H -6.59363 -8.22248 -10.11231
H -7.86515 -10.21771 -6.54707
C -0.40934 6.47065 7.50882
C 0.58017 6.33948 6.42309
C -0.08753 5.72049 5.23477
F -0.43929 4.43114 5.37935
F -1.21161 6.21767 4.79402
F 0.87124 7.57362 5.99857
F 1.65364 5.61351 6.72794
O 0.25183 6.88168 8.80015
C -0.55051 7.58082 9.77514
C 0.39309 7.74743 10.95248
F 0.04161 8.57708 11.97083
F 0.55719 6.60097 11.47645
F -1.00067 8.74188 9.33317
F -1.66800 6.91041 10.12039
H -0.81721 5.49603 7.77688
H -1.14138 7.23960 7.26199
H 0.51897 5.75223 4.32965
H 1.36642 8.08162 10.59325
C 6.81291 -2.49312 3.61090
C 6.07553 -3.31612 4.62277
C 4.59031 -3.49827 4.23544
F 3.93805 -2.35081 3.99545
F 4.48008 -4.23351 3.15512
F 6.59543 -4.59588 4.71185
F 6.26129 -2.79027 5.90342
O 6.51405 -2.65345 2.23985
C 7.26841 -3.61889 1.39657
C 6.66279 -3.90572 0.04816
F 5.35366 -4.22490 0.01737
F 6.85501 -2.81450 -0.75703
F 8.51269 -3.05041 1.34839
F 7.37754 -4.70464 2.03969
H 7.87692 -2.71431 3.69484
H 6.57584 -1.45123 3.82620
H 4.05083 -4.05404 5.00238
H 7.09955 -4.63153 -0.63780
C 2.10974 10.10204 -7.04325
C 3.41822 9.28644 -7.35447
C 4.39355 8.98672 -6.16563
F 4.98890 10.00164 -5.63969
F 3.87414 8.32167 -5.13299
F 3.25083 8.20856 -8.17051
F 4.23043 10.13630 -8.04562
O 1.49307 9.45428 -5.97106
C 0.33141 9.94911 -5.39593
C -0.18685 8.93876 -4.28693
F 0.56673 8.98333 -3.14476
F -1.52033 9.26608 -3.95793
F 0.64402 11.15257 -4.96946
F -0.61075 10.03896 -6.39332
H 1.40485 10.00331 -7.86877
H 2.43172 11.12279 -6.83710
H 5.17404 8.29255 -6.47720
H -0.23185 7.89335 -4.59219
C -10.11783 -8.30986 5.52994
C -11.17558 -8.94888 6.43728
C -12.66277 -8.84138 5.80501
F -12.65028 -9.03942 4.44115
F -13.46337 -9.80277 6.39485
F -10.81395 -10.23673 6.54755
F -11.14448 -8.41959 7.71682
O -10.11274 -6.84778 5.53300
C -9.20037 -6.10892 4.64939
C -8.26543 -5.14075 5.33550
F -7.81124 -5.62474 6.48607
F -7.26766 -4.72344 4.49290
F -8.50148 -7.01148 3.89961
F -10.13475 -5.45444 3.79851
H -9.91775 -8.79531 4.57474
H -9.16803 -8.53051 6.01708
H -12.97518 -7.85552 6.14934
H -8.75647 -4.18419 5.51427

No. 2
93
Properties=species:S:1:pos:R:3 method="wB97M-V/def2-TZVPD" energy_ev=-238593.1187 homo_lumo_gap_ev="4.420 / 7.470" s2=3.776 spin_multiplicity=4 charge=-2
Ti -0.57397 -1.51077 -0.09549
O -3.38144 -4.42014 -0.38983
C -2.75818 -3.37228 -0.51470
N -1.35990 -3.22826 -0.71429
C -0.55614 -4.05507 -1.41124
O -0.65725 -5.23872 -1.67767
C 0.56720 -3.22373 -2.03332
C 1.55922 -3.83098 -2.77766
C 2.50431 -3.04792 -3.41433
C 2.38108 -1.67226 -3.33190
C 1.35609 -1.14428 -2.57046
N 0.48445 -1.88743 -1.88031
C -3.33556 -2.05017 -0.59195
C -4.72262 -1.82981 -0.50268
C -5.23366 -0.58960 -0.74538
C -4.32323 0.46443 -1.07886
C -2.98327 0.19488 -1.11528
N -2.44499 -1.01903 -0.89973
H 1.54471 -4.91109 -2.83148
H 3.31137 -3.49839 -3.97942
H 3.06301 -0.99846 -3.83281
H 1.21655 -0.07577 -2.51798
H -5.34143 -2.67953 -0.24391
H -6.29728 -0.39665 -0.67193
H -4.67402 1.46575 -1.28903
H -2.27063 0.98410 -1.31730
F -1.51695 -2.60354 4.90647
C -0.47390 -3.20084 4.31913
F -0.14146 -4.26841 5.05606
F 0.54857 -2.35882 4.30204
S -0.94839 -3.73905 2.62239
O -0.92780 -2.48799 1.88131
O -2.19011 -4.41003 2.81415
N 0.18896 -4.74421 2.22739
S 1.55488 -4.25617 1.59091
O 2.59611 -4.00135 2.53943
O 1.36894 -3.33256 0.49395
C 2.08747 -5.84856 0.83198
F 1.15516 -6.42950 0.09787
F 2.47330 -6.70282 1.78706
F 3.15385 -5.59295 0.05366
C -0.84228 0.80965 3.80557
Si -1.90635 0.59282 2.27245
C -3.38776 -0.45269 2.72031
C -2.55756 2.30181 1.78843
O -1.04633 -0.00104 1.02549
H -1.17004 1.68396 4.37599
H 0.20359 0.95834 3.52603
H -0.89005 -0.06405 4.45811
H -3.91367 -0.02084 3.57904
H -3.09977 -1.47410 2.97468
H -4.08521 -0.50774 1.87962
H -2.26900 3.06384 2.51779
H -3.64734 2.30396 1.69530
H -2.14121 2.59629 0.82387
C -2.39620 3.71456 -1.83014
Ge -0.51863 3.11151 -2.09360
C 0.20926 4.75425 -2.97897
C -0.64934 1.83631 -3.61746
Ge 0.88421 1.33255 -0.31704
C 1.23110 2.63702 1.16665
C 2.19943 2.40433 2.14564
C 2.46842 3.34088 3.13411
C 1.76847 4.54070 3.17303
C 0.80588 4.79345 2.20790
C 0.54719 3.84925 1.21964
C 2.73618 1.49004 -1.18108
C 2.93523 2.33076 -2.27912
C 4.16114 2.42461 -2.92977
C 5.23723 1.66267 -2.49669
C 5.06653 0.81228 -1.41221
C 3.83586 0.72749 -0.77025
H -2.90722 3.64784 -2.79420
H -2.39335 4.75489 -1.49682
H -2.94333 3.12411 -1.09922
H -0.46678 5.02763 -3.79514
H 1.21329 4.62174 -3.38096
H 0.23790 5.57456 -2.25862
H -1.51199 2.07141 -4.24703
H -0.76583 0.81509 -3.25201
H 0.25347 1.88056 -4.23297
H 2.74911 1.47015 2.14874
H 3.22353 3.12812 3.88256
H 1.96593 5.26579 3.95450
H 0.24740 5.72282 2.22535
H -0.21290 4.06490 0.47736
H 2.11233 2.92773 -2.64540
H 4.27356 3.09044 -3.77890
H 6.19556 1.72863 -2.99938
H 5.89427 0.20336 -1.06571
H 3.73346 0.03891 0.06059
N 1.82148 -0.90126 1.76538
C 1.50810 -0.26235 0.85368

No. 3
85
Properties=species:S:1:pos:R:3 method="wB97M-V/def2-TZVPD" energy_ev=-95552.2068 homo_lumo_gap_ev="4.610 / 6.408" s2=6.164 spin_multiplicity=5 charge=0
Fe 0.03922 0.00838 -0.11262
N -1.29387 0.68563 3.67509
C -0.20099 -0.04542 4.08109
C 0.47769 -0.34899 2.94598
N -0.17762 0.17844 1.86974
C -1.25721 0.78537 2.32952
C -2.22652 1.45431 1.47503
N -2.04920 1.52598 0.18689
C -3.14444 2.16303 -0.32160
C -4.00480 2.47586 0.68843
N -3.39560 2.04480 1.84304
H -2.03685 1.00198 4.27117
H -0.00926 -0.27252 5.11361
H 1.39226 -0.90518 2.82755
H -3.24929 2.34621 -1.37791
H -4.96450 2.96124 0.69349
H -3.85271 1.95411 2.73302
F 6.02112 3.32754 -0.45668
C 5.84363 2.02361 -0.10848
C 4.59127 1.49193 -0.17041
C 4.38212 0.11015 0.15130
C 3.07685 -0.44538 0.05226
O 2.12540 0.28300 -0.37672
C 2.92931 -1.84192 0.38957
C 4.02897 -2.55584 0.70708
N 5.28627 -2.02412 0.81219
C 6.42112 -2.89686 0.90714
C 7.22602 -2.96261 2.17274
C 6.35699 -4.11740 1.76140
C 5.49410 -0.67694 0.54118
C 6.75116 -0.10210 0.64819
C 6.93987 1.26909 0.29707
N 8.29924 1.77437 0.48978
C 8.53242 3.24598 0.49240
C 9.98988 3.48083 0.96806
N 10.53720 2.20341 1.41743
C 10.70163 1.28302 0.29120
C 9.33292 1.16472 -0.41508
C 1.62119 -2.61243 0.28844
O 1.68311 -3.83442 0.39996
O 0.54367 -1.94956 0.09951
H 3.73811 2.09804 -0.44462
H 3.93027 -3.61882 0.87076
H 6.97427 -2.97322 -0.02482
H 6.88923 -2.36507 3.00943
H 8.30094 -3.06231 2.09565
H 5.45770 -4.29058 2.33549
H 6.82620 -5.01889 1.39495
H 7.59089 -0.67504 1.02054
H 7.79578 3.70995 1.14042
H 8.37737 3.61904 -0.51395
H 10.00507 4.18427 1.79718
H 10.58160 3.90897 0.14993
H 8.60018 1.47803 1.42752
H 11.39972 2.32347 1.92810
H 11.01723 0.31722 0.68380
H 11.45763 1.62382 -0.42513
H 9.04846 0.13504 -0.60816
H 9.30526 1.70608 -1.35833
C -1.07332 -1.36691 -3.84433
C -1.03467 -0.92122 -2.42030
N -0.07970 -0.15069 -1.98565
O 0.90812 0.20309 -2.89416
C -2.02132 -1.34887 -1.46124
C -3.21958 -2.17708 -1.80046
N -1.78635 -0.94313 -0.22352
O -2.54318 -1.28253 0.72625
H -0.05929 -1.42648 -4.23222
H -1.61999 -0.64428 -4.45436
H -1.55703 -2.33737 -3.92537
H 1.61170 0.51815 -2.29336
H -3.66606 -1.87111 -2.74850
H -3.94611 -2.06043 -0.99890
H -2.96691 -3.23990 -1.86390
C 1.46108 4.71590 -0.34604
C 0.81742 4.11729 -1.42038
C 0.30030 2.83149 -1.30673
C 0.40481 2.09016 -0.12658
C 1.06063 2.71348 0.94095
C 1.57709 4.00211 0.83875
H 1.86634 5.71704 -0.42966
H 0.71096 4.65899 -2.35433
H -0.20702 2.40727 -2.16677
H 1.21490 2.19021 1.87908
H 2.07847 4.44667 1.69227

No. 4
87
Properties=species:S:1:pos:R:3 method="wB97M-V/def2-TZVPD" energy_ev=-97685.3753 homo_lumo_gap_ev="4.309 / 6.000" s2=3.784 spin_multiplicity=4 charge=-2
V -0.92592 0.04584 0.33472
C -4.24037 -2.52128 -0.32726
C -3.44879 -1.21595 -0.27653
O -2.31793 -1.23515 0.30006
C -4.02090 -0.08951 -0.84557
C -3.34317 1.13439 -0.98370
C -4.09178 2.32544 -1.53399
N -2.06391 1.25457 -0.68374
N -1.46584 2.40212 -1.08487
C -0.18159 2.37131 -0.77432
O 0.31410 1.41705 -0.08954
C 0.68056 3.43323 -1.27619
C 2.06967 3.23398 -1.30700
C 2.90056 4.19722 -1.83349
C 2.37377 5.38762 -2.32782
C 1.00088 5.60532 -2.26935
C 0.16232 4.64168 -1.75954
H -3.61683 -3.30886 -0.75038
H -5.15005 -2.41766 -0.92095
H -4.51133 -2.82490 0.68368
H -5.03250 -0.15709 -1.22465
H -5.04037 2.01918 -1.97548
H -3.48954 2.84710 -2.27436
H -4.28822 3.02676 -0.71831
H 2.46034 2.30866 -0.90828
H 3.97176 4.03692 -1.85621
H 3.02408 6.14510 -2.74517
H 0.59187 6.54905 -2.61352
H -0.90410 4.80546 -1.70614
C -1.75067 -3.86950 1.81531
C -0.51610 -3.80531 0.98560
C 0.25854 -4.88914 0.54350
C 1.31104 -4.32045 -0.14279
C 2.44075 -5.00250 -0.83743
N 1.14483 -2.97818 -0.09267
N 0.03522 -2.67508 0.58015
B 2.08089 -1.91150 -0.66317
N 2.54175 -0.93590 0.42534
N 1.68315 -0.28870 1.21445
C 2.37117 0.57138 1.94385
C 1.76220 1.49466 2.94247
C 3.73567 0.47312 1.62887
C 3.80595 -0.50619 0.65910
C 5.03359 -1.01432 -0.02023
N 1.35905 -1.15863 -1.81919
N 0.06709 -0.80449 -1.80164
C -0.24403 -0.37669 -3.01958
C -1.59413 0.08000 -3.45595
C 0.87795 -0.44934 -3.85069
C 1.88020 -0.94931 -3.04659
C 3.28436 -1.22572 -3.45604
H -2.41322 -4.66835 1.47403
H -2.25638 -2.91148 1.75892
H -1.48933 -4.05207 2.85826
H 0.05341 -5.93456 0.68603
H 2.32308 -6.08250 -0.75494
H 3.38795 -4.70504 -0.39029
H 2.46717 -4.73141 -1.89284
H 3.03751 -2.44892 -1.12404
H 0.88408 1.97787 2.51417
H 2.49079 2.25514 3.22651
H 1.44987 0.94593 3.83153
H 4.54326 1.05691 2.03764
H 5.92058 -0.63710 0.48892
H 5.06873 -0.68326 -1.05719
H 5.06359 -2.10120 -0.01616
H -2.37146 -0.47767 -2.94125
H -1.69128 -0.06088 -4.53475
H -1.71559 1.13927 -3.22922
H 0.94306 -0.17167 -4.88783
H 3.41554 -0.94109 -4.50017
H 3.52257 -2.28332 -3.34547
H 3.97669 -0.64925 -2.84561
F -0.96821 -0.05804 6.28422
C -2.15065 -0.06635 5.61256
F -3.02495 0.46153 6.52931
F -2.52139 -1.35293 5.53630
C -2.13858 0.70519 4.34225
C -2.67672 1.98608 4.33980
C -2.57529 2.72676 3.16647
C -1.99380 2.14543 2.05426
N -1.50479 0.89684 2.00989
C -1.47365 0.18852 3.18854
S -0.57769 -1.21209 3.29231
H -3.13215 2.39634 5.23122
H -2.95429 3.73843 3.12269
H -1.90369 2.73311 1.14917

No. 5
87
Properties=species:S:1:pos:R:3 method="wB97M-V/def2-TZVPD" energy_ev=-96587.3706 homo_lumo_gap_ev="5.988 / 5.991" charge=0
Ca -0.90010 -1.85385 1.28004
C -0.51244 3.70753 2.91688
C -1.21784 3.31253 1.85806
C -0.66535 2.61250 0.64627
C 0.60880 1.77541 0.82193
C 2.02637 2.32916 0.61916
C 2.54283 3.42768 1.18811
C 1.62577 4.52403 1.65031
C 0.90236 4.19141 3.00358
C 1.07607 -3.74397 3.49951
H -0.99858 3.68505 3.89928
H -2.30383 3.52312 1.81437
H -0.62854 3.27637 -0.22377
H -1.44439 1.87880 0.40885
H 0.59868 1.35913 1.83359
H 0.57393 0.91494 0.12471
H 2.73435 1.61332 0.15395
H 3.59971 3.54698 1.48076
H 0.92533 4.73920 0.83247
H 2.26837 5.40253 1.83179
H 1.52373 3.45912 3.56073
H 0.96984 5.11282 3.61917
H 1.65156 -2.94920 4.01662
H 1.68333 -4.15989 2.66482
H 0.68804 -4.50270 4.19854
P 1.49055 -1.56472 -1.79254
P -2.50431 -0.62958 -1.60047
N 2.71677 -0.31606 -2.27735
N 2.00680 -2.75833 -3.08342
N -2.37795 0.98757 -2.57996
N -3.87694 -1.15698 -2.64065
C 0.12234 -0.77038 -2.73978
C -1.16929 -1.58479 -2.53417
C 3.87275 -0.07597 -1.53239
C 4.70497 0.77498 -2.24253
C 4.05083 1.09386 -3.46346
C 2.80360 0.48027 -3.42498
C 2.45308 -4.07092 -2.86649
C 3.00099 -4.58460 -4.03948
C 2.90010 -3.55627 -5.03115
C 2.24866 -2.47651 -4.43167
C -2.54258 2.27421 -2.05948
C -2.19477 3.21926 -3.01649
C -1.92059 2.50844 -4.22699
C -1.97853 1.15015 -3.91798
C -4.52617 -0.36401 -3.60332
C -5.18428 -1.17829 -4.51559
C -5.04871 -2.53042 -4.05031
C -4.26142 -2.49146 -2.90202
H 0.32238 -0.63218 -3.81598
H 0.05698 0.24700 -2.32398
H -1.49738 -2.02958 -3.49329
H -1.02101 -2.43211 -1.82500
H 3.99585 -0.53941 -0.56576
H 5.67102 1.11880 -1.92824
H 4.45670 1.65642 -4.29090
H 1.96687 0.58180 -4.10960
H 2.35243 -4.52055 -1.89088
H 3.43319 -5.57243 -4.18707
H 3.28313 -3.59571 -6.04811
H 1.95378 -1.53107 -4.85637
H -2.92766 2.42256 -1.06659
H -2.10594 4.28071 -2.86897
H -1.74034 2.92422 -5.21190
H -1.76574 0.29239 -4.54752
H -4.45843 0.71034 -3.56306
H -5.67895 -0.83672 -5.40950
H -5.47294 -3.41234 -4.51238
H -3.96483 -3.27516 -2.22264
O -1.03626 -1.24874 8.86519
N -0.50611 -0.40894 8.11039
O 0.31236 0.45895 8.52124
C -0.82148 -0.42800 6.69485
C -1.53246 -1.52916 6.17699
C -1.49828 -1.75713 4.79726
C -1.23745 -0.59998 3.93693
O -1.70295 -0.41794 2.74276
C -0.21358 0.27500 4.50285
C -0.14239 0.49940 5.88185
N 0.98471 0.30847 3.70515
O 1.86443 1.16347 3.94509
O 1.15964 -0.58662 2.81473
N -1.56048 -3.04719 4.12099
O -1.50063 -4.04849 4.82427
O 0.01501 -3.04565 2.83675
H -2.07750 -2.23806 6.79332
H 0.52045 1.23216 6.34006